C44H89NO10P2S | the ωB97M-V functional and the def2-TZVPD basis

Each line ends with the Löwdin charge.
Geometry (Å):
C1 4.4044 1.7257 1.7441  -0.10
C2 3.8924 1.8991 0.2709  -0.23
C3 2.7067 0.9251 0.1046  -0.23
C4 2.0543 0.8558 -1.3017  -0.12
C5 1.0668 -0.3178 -1.3004  -0.20
C6 0.7405 -0.9665 -2.4803  -0.04
C7 -0.1656 -1.9968 -2.5400  -0.09
C8 -0.7754 -2.4164 -1.3833  -0.45
C9 -0.4497 -1.8223 -0.1779  -0.26
C10 0.4552 -0.7877 -0.1493  0.03
N1 -1.0202 -2.2363 1.0752  0.03
C11 -2.4320 -2.4508 1.0079  -0.31
C12 -3.2278 -1.9493 2.0272  -0.41
P1 -2.4217 -0.9886 3.3919  0.89
P2 -3.0435 1.0740 3.0077  0.27
O1 -2.0402 2.0426 3.4200  -0.32
O2 -3.3301 1.1185 1.4021  -0.17
O3 -4.5058 1.3154 3.7180  -0.20
C13 -4.6038 -2.1488 2.0456  -0.12
C14 -5.1831 -2.8441 1.0037  -0.09
C15 -4.4138 -3.3151 -0.0334  -0.10
C16 -3.0504 -3.1352 -0.0301  -0.44
S1 -1.9976 -3.7274 -1.3477  1.02
H1 4.3808 2.6628 2.3073  0.06
H2 3.7090 1.0509 2.2638  0.06
H3 5.3771 1.2239 1.7639  0.06
H4 3.6073 2.9540 0.1869  0.09
H5 4.6838 1.6422 -0.4419  0.10
H6 1.9486 1.2178 0.8409  0.11
H7 3.0546 -0.0869 0.3501  0.12
H8 1.4733 1.7526 -1.5554  0.13
H9 2.8542 0.6972 -2.0330  0.10
H10 1.2281 -0.6253 -3.3945  0.11
H11 -0.3786 -2.4640 -3.4983  0.11
H12 0.6492 -0.3475 0.8241  0.12
H13 -0.5686 -3.0989 1.3790  0.14
H14 -2.9898 -1.3949 4.6259  -0.08
H15 -4.2715 1.2308 1.2236  0.07
H16 -5.2191 1.2810 3.0690  0.06
H17 -5.2028 -1.7525 2.8606  0.10
H18 -6.2609 -2.9916 1.0404  0.11
H19 -4.9162 -3.8310 -0.8494  0.11
C17 2.7827 5.9578 -4.3686  -0.08
C18 1.5288 5.4151 -3.7032  -0.28
O4 1.7638 4.8394 -2.4332  -0.17
C19 2.2869 5.6943 -1.4391  -0.28
C20 1.3924 6.8719 -1.0948  -0.07
H20 3.5597 5.1919 -4.4039  0.07
H21 2.5614 6.2840 -5.3857  0.08
H22 3.1894 6.8131 -3.8257  0.06
H23 1.1164 4.6165 -4.3217  0.12
H24 0.7561 6.1892 -3.6359  0.11
H25 3.2892 6.0371 -1.7229  0.11
H26 2.4091 5.0719 -0.5513  0.11
H27 1.3072 7.5705 -1.9296  0.07
H28 1.7985 7.4204 -0.2444  0.07
H29 0.3851 6.5307 -0.8488  0.08
C21 3.9014 11.7616 1.3171  -0.08
C22 3.8115 10.2451 1.3380  -0.28
O5 3.6039 9.6694 0.0607  -0.17
C23 4.6151 9.9000 -0.9026  -0.28
C24 5.9729 9.3433 -0.5085  -0.08
H30 3.0341 12.1897 0.8120  0.08
H31 3.9465 12.1524 2.3343  0.08
H32 4.7922 12.1061 0.7886  0.07
H33 2.9527 9.9490 1.9417  0.12
H34 4.6951 9.8078 1.8159  0.11
H35 4.6835 10.9681 -1.1374  0.11
H36 4.2783 9.4022 -1.8134  0.11
H37 6.3903 9.8691 0.3521  0.07
H38 6.6784 9.4456 -1.3340  0.08
H39 5.8918 8.2884 -0.2413  0.08
C25 -7.7896 -6.1188 -2.6384  -0.07
C26 -8.8608 -5.5254 -1.7425  -0.28
O6 -8.4822 -4.2945 -1.1492  -0.17
C27 -8.2002 -3.2292 -2.0366  -0.29
C28 -9.3777 -2.8185 -2.9039  -0.08
H40 -6.8412 -6.1932 -2.1034  0.07
H41 -8.0833 -7.1131 -2.9746  0.08
H42 -7.6193 -5.5041 -3.5249  0.07
H43 -9.0501 -6.2137 -0.9176  0.11
H44 -9.8084 -5.4168 -2.2815  0.11
H45 -7.3263 -3.4697 -2.6530  0.11
H46 -7.9132 -2.3856 -1.4062  0.11
H47 -9.6487 -3.6026 -3.6130  0.07
H48 -9.1325 -1.9232 -3.4765  0.08
H49 -10.2551 -2.6155 -2.2878  0.08
C29 -0.7827 -1.2710 9.8896  -0.08
C30 -0.5056 -1.0555 8.4111  -0.28
O7 -1.6675 -1.0885 7.6040  -0.17
C31 -2.6508 -0.1012 7.8763  -0.28
C32 -2.1529 1.3208 7.6801  -0.07
H50 -1.3602 -2.1843 10.0421  0.08
H51 0.1540 -1.3487 10.4432  0.08
H52 -1.3545 -0.4456 10.3175  0.06
H53 0.1326 -1.8623 8.0485  0.12
H54 0.0467 -0.1234 8.2488  0.11
H55 -3.0627 -0.2387 8.8824  0.11
H56 -3.4682 -0.2865 7.1773  0.11
H57 -1.3888 1.5848 8.4138  0.07
H58 -2.9756 2.0286 7.7878  0.08
H59 -1.7116 1.4406 6.6889  0.08
C33 -8.1038 -9.9390 1.8585  -0.08
C34 -7.3264 -9.7939 0.5611  -0.28
O8 -7.3609 -8.4861 0.0200  -0.17
C35 -6.8037 -7.4604 0.8268  -0.28
C36 -5.3270 -7.6569 1.1245  -0.07
H60 -9.1250 -9.5744 1.7360  0.08
H61 -8.1365 -10.9850 2.1657  0.08
H62 -7.6466 -9.3684 2.6689  0.07
H63 -7.7735 -10.4415 -0.1944  0.12
H64 -6.2908 -10.1290 0.6866  0.11
H65 -7.3797 -7.3460 1.7517  0.11
H66 -6.9289 -6.5324 0.2663  0.10
H67 -5.1553 -8.5300 1.7568  0.07
H68 -4.9263 -6.7858 1.6450  0.07
H69 -4.7661 -7.8062 0.2002  0.08
C37 5.0299 -1.6359 -6.7294  -0.08
C38 3.5864 -1.1937 -6.5581  -0.28
O9 3.3196 -0.5977 -5.3019  -0.17
C39 4.0389 0.5868 -5.0063  -0.27
C40 3.7670 1.7252 -5.9750  -0.07
H70 5.3353 -2.2758 -5.9001  0.08
H71 5.1491 -2.1866 -7.6633  0.08
H72 5.7125 -0.7845 -6.7559  0.07
H73 2.9381 -2.0689 -6.6170  0.12
H74 3.2833 -0.5249 -7.3714  0.11
H75 5.1124 0.3761 -4.9414  0.11
H76 3.7202 0.8885 -4.0085  0.10
H77 4.1453 1.5037 -6.9747  0.07
H78 4.2529 2.6392 -5.6309  0.07
H79 2.6943 1.9063 -6.0620  0.08
C41 8.1891 -0.3258 -1.8832  -0.08
C42 8.2062 -0.2393 -0.3660  -0.28
O10 7.0437 -0.7649 0.2461  -0.17
C43 6.7838 -2.1391 0.0231  -0.28
C44 7.8745 -3.0594 0.5447  -0.08
H80 7.2776 0.1233 -2.2820  0.07
H81 9.0518 0.1938 -2.3022  0.08
H82 8.2236 -1.3605 -2.2291  0.07
H83 8.2504 0.8102 -0.0712  0.12
H84 9.1039 -0.7168 0.0427  0.11
H85 6.5907 -2.3245 -1.0395  0.11
H86 5.8540 -2.3560 0.5506  0.12
H87 8.8059 -2.9371 -0.0113  0.07
H88 7.5669 -4.1016 0.4518  0.08
H89 8.0873 -2.8456 1.5933  0.08

## Properties
SMILES: CCCCc1ccc2c(c1)Nc1c(PP(=O)(O)O)cccc1S2.CCOCC.CCOCC.CCOCC.CCOCC.CCOCC.CCOCC.CCOCC
Electronic energy (eV): -98448.31894
Molecular weight (g mol⁻¹): 886.21
Orbital gap (eV): 8.15